Density functional theory data (wB97M-V/def2-TZVPD) for C26H27N3O4S in the gas phase in a non-equilibrium geometry.

Output
Spin multiplicity = 1
DFT total energy = -1870.40137 a.u.
Orbital gap = 8.33 eV
SMILES = CCCCOC(=O)CSC1=C(C#N)[C@H](c2cccnc2)C(C(=O)OCC)=C(c2ccccc2)N1
Molecular weight = 477.59 g/mol
ΔE to the lowest compared entry with this formula, charge and spin = 138.39 kJ/mol

Structure (XYZ):
```
61
Properties=species:S:1:pos:R:3:forces:R:3:mulliken_charge:R:1
S -0.109 3.870 -0.949 0.02 -0.04 -0.03 -0.31
O -3.542 2.119 -0.246 -0.34 0.16 -0.25 -0.30
O 2.246 -2.347 -1.194 -0.31 0.19 0.04 -0.16
O -1.643 2.100 0.947 -0.19 0.03 0.11 -0.53
O 4.174 -1.247 -0.865 -0.18 -0.16 -0.06 -0.65
N -2.139 -1.942 0.851 -0.29 -0.33 -0.03 -0.56
N 1.732 2.186 -0.155 0.01 0.15 0.08 -0.03
N -1.973 1.026 -2.958 -0.20 -0.05 -0.12 -0.70
C -1.829 -1.658 2.106 0.07 0.07 0.22 -0.49
C -6.113 -0.453 0.736 0.08 0.03 -0.24 -0.50
C 0.551 2.235 -0.846 -0.64 0.10 -0.59 0.47
C 6.449 1.827 1.331 0.05 0.03 -0.03 -0.42
C -2.322 2.525 0.049 0.16 0.19 0.17 0.43
C 3.918 1.319 0.311 0.26 0.21 0.18 -0.69
C -0.181 -0.772 0.130 -0.06 -0.22 0.11 0.12
C 0.128 -0.475 1.451 -0.11 -0.16 -0.07 0.02
C 2.560 1.087 -0.209 -0.02 -0.66 -0.28 0.70
C 2.989 -3.538 -1.437 0.38 -0.43 -0.09 -0.27
C 0.628 -0.240 -1.033 -0.16 0.07 0.21 0.65
C 2.965 -1.245 -0.911 0.62 -0.10 -0.03 -0.51
C 4.421 0.546 1.353 -0.05 0.13 -0.03 -0.10
C 2.010 -4.647 -1.775 0.11 0.44 0.12 -1.25
C 5.681 0.801 1.857 -0.03 -0.06 0.06 -0.89
C -1.072 1.091 -2.246 -0.51 0.22 -0.55 -0.54
C 4.685 2.359 -0.202 -0.13 -0.11 0.00 -0.18
C 5.950 2.605 0.301 0.11 0.08 0.02 -0.81
C 0.039 1.115 -1.404 1.26 0.06 0.54 -0.08
C -0.705 -0.931 2.458 0.02 0.03 -0.08 -0.73
C -1.335 -1.514 -0.105 0.26 0.14 -0.09 -0.33
C -1.906 3.623 -0.916 0.33 -0.20 -0.08 -0.52
C -5.483 0.748 0.028 0.21 0.13 0.19 -0.68
C 2.092 -0.087 -0.698 -0.27 0.48 -0.06 0.20
C -5.527 -1.786 0.283 -0.09 0.17 0.19 -0.92
C -4.076 1.036 0.528 -0.19 -0.40 0.23 0.54
H -1.635 -1.765 -1.115 0.07 0.00 -0.17 0.49
H 0.509 -0.925 -1.879 0.03 0.16 0.14 1.15
H -6.042 -2.605 0.779 -0.01 -0.15 0.01 0.35
H 3.821 -0.253 1.761 -0.05 -0.10 0.02 0.39
H 3.692 -3.358 -2.258 -0.08 -0.03 0.16 0.33
H -7.185 -0.449 0.527 -0.01 0.05 0.11 0.33
H -4.468 -1.860 0.517 0.06 -0.10 -0.04 0.15
H -5.435 0.562 -1.046 -0.04 0.02 -0.08 0.31
H -2.286 3.407 -1.914 -0.04 0.04 0.16 0.51
H 7.437 2.019 1.724 0.08 0.02 0.03 0.40
H -0.490 -0.715 3.493 -0.01 0.01 0.10 0.45
H 3.574 -3.780 -0.541 -0.05 0.06 -0.16 0.31
H 1.309 -4.787 -0.956 -0.08 -0.08 0.06 0.30
H -5.652 -1.906 -0.790 0.00 -0.06 -0.15 0.29
H -4.073 1.321 1.586 0.01 -0.05 -0.11 0.27
H -2.313 4.577 -0.575 0.00 -0.04 -0.01 0.51
H 2.550 -5.573 -1.945 0.04 -0.10 -0.02 0.42
H 1.004 0.108 1.691 0.07 0.05 0.02 0.44
H 6.068 0.196 2.664 0.03 -0.05 0.07 0.40
H 4.302 2.957 -1.018 -0.03 0.05 -0.08 0.48
H 6.546 3.405 -0.113 0.05 0.05 -0.03 0.40
H -3.424 0.168 0.404 -0.04 0.13 0.05 -0.52
H 1.449 -4.392 -2.670 -0.07 -0.03 -0.10 0.30
H -6.096 1.637 0.189 -0.01 0.04 -0.06 0.33
H -5.986 -0.342 1.815 -0.10 0.02 0.09 0.30
H -2.521 -2.028 2.851 0.00 0.00 0.15 0.40
H 2.083 3.042 0.249 -0.03 -0.14 0.08 0.48
```
Positions in Å, forces in eV/Å.



Density functional theory data (wB97M-V/def2-TZVPD) for a molecular structure, C26H27N7O2PbS3 in a non-equilibrium geometry.

Output
Spin multiplicity = 1
DFT total energy = -2928.20508 a.u.
Orbital gap = 5.91 eV
Molecular weight = 772.95 g/mol
ΔE to the lowest compared entry with this formula, charge and spin = 62.80 kJ/mol

Structure (XYZ):
```
66
Properties=species:S:1:pos:R:3:forces:R:3:mulliken_charge:R:1
Pb 0.021 0.045 0.284 -0.04 -0.81 -0.60 1.38
S -5.743 5.697 -0.164 0.03 -0.03 0.00 0.14
S 0.112 -3.295 -0.072 0.42 -0.84 0.00 0.48
S 0.695 0.690 2.773 0.24 0.24 0.43 -0.61
O -0.562 -2.943 1.208 -0.21 0.15 0.32 -0.76
O 0.368 0.612 -2.033 0.14 0.12 0.27 -0.39
N -4.136 5.818 -0.099 0.07 0.17 -0.01 -0.67
N 2.368 0.677 0.197 -0.12 0.31 -0.07 0.71
N -0.641 2.479 0.196 -0.31 0.05 -0.06 0.12
N -5.892 4.092 -0.103 -0.17 -0.07 -0.01 -0.68
N -2.593 0.576 0.272 -0.07 0.26 0.05 -0.10
N 3.075 0.763 1.382 0.67 -0.03 0.18 -1.17
N 3.168 0.918 3.638 0.03 0.04 0.05 -0.47
C 2.742 0.974 -2.226 -0.28 0.02 -0.32 1.01
C 2.340 1.098 -5.001 0.02 -0.02 0.14 -0.40
C -3.654 4.592 -0.025 -0.41 -0.21 -0.01 0.91
C -1.231 5.181 0.001 -0.05 -0.07 0.03 -0.55
C -4.674 3.591 -0.027 0.21 0.43 -0.01 0.88
C 2.558 -2.761 -2.051 0.07 -0.13 0.07 -0.77
C 1.412 0.833 -2.747 0.10 -0.02 -0.13 0.52
C 3.637 1.229 -4.482 0.12 0.02 -0.15 -0.79
C 3.811 1.183 -3.125 0.00 -0.04 0.06 -0.87
C -2.974 1.851 0.162 -0.50 -0.20 -0.04 -0.20
C -5.280 1.167 0.037 0.08 0.03 0.02 -0.41
C -0.748 -5.261 -1.830 -0.12 0.10 0.09 -0.20
C -3.492 -0.388 0.257 0.01 -0.04 0.05 -0.25
C -0.283 -5.073 -0.387 0.08 0.34 -0.34 -1.06
C 2.426 0.774 2.498 -0.41 0.04 -0.21 0.61
C -4.332 2.193 0.056 0.21 -0.27 0.02 0.38
C 1.270 0.930 -4.163 -0.06 0.01 -0.04 -0.71
C -2.257 4.235 0.042 0.29 -0.24 0.02 0.42
C -2.029 -4.486 -2.142 0.12 -0.10 0.08 -1.12
C 0.320 3.384 0.152 0.13 -0.01 0.01 -0.05
C 0.073 4.751 0.054 -0.08 0.07 -0.01 -1.07
C 3.099 0.935 -0.839 0.05 -0.08 0.31 -1.07
C 1.892 -3.520 0.298 -0.16 0.07 -0.39 -0.71
C -1.923 2.874 0.139 0.23 0.51 -0.03 -0.53
C 2.683 -3.841 -0.974 -0.12 0.13 -0.04 -0.45
C -4.858 -0.140 0.133 -0.06 0.03 -0.01 -0.88
H 2.876 -1.797 -1.660 0.00 0.13 0.01 0.02
H 4.156 0.739 3.579 -0.01 0.01 -0.05 0.24
H 0.897 5.448 0.018 0.02 -0.02 0.01 0.46
H 1.534 -2.651 -2.403 -0.04 0.04 -0.04 0.26
H 3.737 -3.947 -0.705 -0.03 -0.09 0.07 0.42
H 2.361 -4.806 -1.376 0.05 -0.03 0.03 0.22
H 4.146 1.152 -0.621 0.00 -0.02 0.02 0.29
H -2.317 -4.624 -3.184 -0.04 0.03 0.01 0.38
H 0.046 -4.935 -2.508 0.01 -0.08 -0.02 0.16
H -6.327 1.424 -0.054 -0.01 -0.02 0.01 0.53
H 2.696 0.725 4.502 0.06 -0.06 0.05 0.22
H -3.102 -1.397 0.359 -0.03 0.00 0.00 0.47
H 0.592 -5.683 -0.166 -0.01 0.01 0.07 0.35
H 2.217 -2.568 0.728 -0.06 0.01 0.02 0.30
H -1.489 6.229 -0.072 0.03 0.01 -0.01 0.53
H 2.186 1.124 -6.074 -0.03 0.05 0.00 0.39
H -1.074 -5.301 0.328 0.00 0.07 0.05 0.49
H 3.187 -2.993 -2.911 -0.01 -0.01 0.02 0.44
H -5.562 -0.959 0.119 0.01 0.00 0.01 0.44
H -0.913 -6.326 -2.009 0.07 0.00 -0.03 0.40
H 4.808 1.295 -2.711 -0.01 -0.01 0.02 0.34
H 1.977 -4.300 1.055 -0.04 0.04 0.07 0.40
H -1.888 -3.419 -1.965 -0.03 0.03 -0.06 0.23
H 1.334 3.005 0.199 -0.02 -0.01 0.01 0.33
H 0.264 0.847 -4.555 0.00 -0.05 0.02 0.40
H -2.848 -4.827 -1.506 -0.02 -0.01 -0.02 0.30
H 4.481 1.365 -5.146 0.01 0.01 0.03 0.39
```
Positions in Å, forces in eV/Å.



Density functional theory data (wB97M-V/def2-TZVPD) for 2 unconnected molecules or ions with the total composition C26H27NO2 in a non-equilibrium geometry.

Output
Spin multiplicity = 1
DFT total energy = -1212.09817 a.u.
Orbital gap = 5.03 eV
Molecular weight = 385.51 g/mol
ΔE to the lowest compared entry with this formula, charge and spin = 0.00 kJ/mol

Structure (XYZ):
```
56
Properties=species:S:1:pos:R:3:forces:R:3:mulliken_charge:R:1
O 2.023 -3.931 0.794 0.71 0.78 0.99 -0.64
O 2.546 -3.108 2.861 -0.14 -0.56 -0.22 -0.27
N 3.170 -1.598 -0.275 -0.19 0.75 -3.00 0.19
C 3.185 -1.826 0.998 0.62 0.02 2.33 -0.63
C 2.562 -1.697 -2.932 -0.19 0.12 -0.59 -0.41
C 5.722 -2.604 1.047 -1.33 0.12 -0.08 1.99
C 2.305 -1.786 -4.302 0.33 0.33 0.09 -0.64
C 1.956 -4.232 4.910 -0.34 0.18 0.32 -1.19
C 3.240 -0.586 -2.412 0.04 -0.06 -0.94 0.43
C 4.397 0.860 0.841 0.07 0.13 0.04 0.61
C 5.696 -2.242 2.484 0.13 -0.13 0.73 -1.23
C 6.404 -1.820 0.073 0.39 0.94 -0.96 0.41
C 7.126 -1.488 -2.253 0.28 0.12 0.04 -0.63
C 3.473 0.326 -4.658 -0.17 -0.43 -0.01 -0.90
C 3.750 0.392 -3.292 -0.28 -0.20 0.07 -0.31
C 2.519 -3.060 1.499 -0.13 -0.30 -1.16 0.03
C 3.846 3.186 1.152 0.26 -0.08 -0.15 -0.60
C 5.337 -3.993 0.673 -0.08 -0.51 0.03 -1.76
C 3.002 1.991 -0.786 0.10 -0.11 0.35 -0.49
C 3.113 3.171 -0.047 0.11 -0.18 0.25 -0.75
C 3.367 -0.490 -0.967 0.37 -1.16 1.39 0.08
C 6.351 -2.159 -1.317 -0.22 0.04 0.64 -0.55
C 7.142 -0.643 0.417 -0.19 -0.22 -0.31 -0.20
C 7.923 -0.404 -1.861 -0.37 -0.06 -0.02 -0.46
C 2.167 -4.392 3.421 0.09 -0.04 -0.12 -0.17
C 2.741 -0.762 -5.166 -0.07 0.01 0.19 -0.40
C 7.845 0.073 -0.545 0.12 -0.31 0.31 -0.75
C 4.544 2.042 1.565 -0.28 0.00 -0.23 -1.26
C 3.606 0.800 -0.313 -0.14 1.04 0.07 0.08
H 4.341 1.214 -2.891 -0.18 -0.18 -0.14 0.64
H 8.366 0.991 -0.253 -0.09 -0.42 -0.14 0.40
H 2.430 1.980 -1.721 0.19 -0.02 0.52 0.54
H 6.172 -4.535 0.202 -0.14 0.15 0.16 0.47
H 2.619 4.083 -0.400 0.20 -0.40 0.19 0.38
H 4.924 -0.048 1.139 -0.31 0.59 -0.07 0.40
H 8.584 0.084 -2.581 -0.34 -0.08 0.19 0.39
H 5.676 -2.956 -1.642 0.37 0.21 0.11 0.22
H 2.221 -2.454 -2.223 0.04 0.20 -0.32 0.49
H 6.511 -2.737 3.035 0.00 0.07 -0.10 0.44
H 2.709 -3.583 5.385 -0.17 -0.32 -0.27 0.30
H 3.906 4.096 1.753 -0.01 -0.24 -0.28 0.38
H 3.813 1.128 -5.325 -0.10 -0.42 0.26 0.38
H 5.197 2.045 2.448 -0.40 0.14 -0.34 0.37
H 4.503 -3.996 -0.040 0.12 -0.07 0.04 0.29
H 7.134 -0.286 1.451 0.12 -0.16 -0.43 0.38
H 1.758 -2.653 -4.683 0.18 0.37 0.02 0.40
H 5.776 -1.168 2.667 0.00 -0.16 0.00 0.34
H 5.012 -4.552 1.556 0.02 0.05 -0.15 0.36
H 3.290 -1.029 1.752 -0.01 -0.38 -0.15 0.66
H 7.126 -1.824 -3.295 -0.04 0.19 0.41 0.40
H 1.249 -4.749 2.928 0.46 0.10 0.10 0.38
H 2.487 -0.799 -6.231 0.16 -0.02 0.44 0.36
H 1.984 -5.223 5.388 0.00 0.31 -0.11 0.38
H 4.751 -2.587 2.919 0.39 0.04 0.08 0.16
H 2.984 -5.108 3.225 -0.31 0.26 -0.11 0.22
H 0.963 -3.796 5.100 0.35 -0.07 0.04 0.29
```
Positions in Å, forces in eV/Å.